1.
Below is 2 unconnected molecules or ions with the total composition C7H7NO2S, with properties calculated with ωB97M-V/def2-TZVPD.

## Properties
E_LUMO	-0.411	eV
orbital gap	8.8	eV
F_max	5.8	eV/A

Geometry as ORCA input:
```
! RIJCOSX wB97M-V def2-TZVPD def2/J DEFGRID3
* xyz 0 1
S -2.7155 1.7299 0.1425
H 3.5373 -0.0275 -0.6558
H 0.2187 2.3037 0.2415
H 2.4981 -2.1453 -0.0858
C 1.9246 -1.2650 -0.0670
C 0.5986 -1.0879 0.4112
C -2.0531 0.2408 0.7691
C 2.5986 -0.1099 -0.4043
O -2.0831 -1.9502 0.3451
C 1.9390 1.1200 -0.4134
H 0.0528 -2.0028 0.5686
N -2.1273 -0.8149 -0.0492
H 2.4330 1.9426 -0.8599
H -2.0925 0.1178 1.8605
C 0.5974 1.2777 0.0159
O -2.3513 -0.6011 -1.2087
H -3.0359 1.1629 -1.1005
C 0.0606 0.1091 0.4901
*
```



2.
Below is 5 unconnected molecules or ions with the total composition C14H43BO9P2S, with properties calculated with ωB97M-V/def2-TZVPD.

## Properties
E_LUMO	0.340	eV
orbital gap	8.9	eV
F_max	1.9	eV/A

Geometry as ORCA input:
```
! RIJCOSX wB97M-V def2-TZVPD def2/J DEFGRID3
* xyz 0 1
H 2.8235 0.1752 -0.5609
O 2.4410 -2.9753 -1.7380
H -1.4277 -4.9912 0.2355
H -1.6616 3.6813 2.5515
H -1.9875 0.9285 2.0840
O -1.7559 -0.4659 -0.7151
H 2.9656 -1.6543 -6.7884
H -0.3891 -5.1383 1.6247
P 2.0268 -1.4140 -1.6550
H 2.9979 -1.7411 3.1969
O 0.2381 5.0924 -1.1275
H -0.3957 -3.3268 -1.7533
H -3.2108 -2.0845 3.3445
H 2.9061 -1.7305 -8.5579
H -1.5228 6.1465 -0.8786
H 0.7181 5.8713 -1.4269
C -1.9822 -3.7431 1.9032
H -1.3686 -4.2091 3.8593
H -0.9927 4.5987 -3.4708
O 2.0644 0.5186 2.0333
H -0.2608 -0.4477 -2.3226
S 2.3923 -0.5382 -3.3507
H 0.6779 0.2453 3.4906
C -0.3069 4.1159 4.1785
C -0.5867 -2.7911 -0.8350
C 1.3562 -0.3680 2.8976
H -1.6499 -2.7964 -0.6921
H 1.3642 0.2546 -8.5728
H -2.8021 -4.4176 2.0989
H -1.6663 4.3966 -1.0762
H 2.6133 -0.0268 1.4611
H 0.2459 4.8883 3.6432
H 1.4507 -2.0426 -7.5931
H 0.8493 -4.1108 0.0113
H -2.7342 -2.7798 4.8741
H -2.3972 -2.8980 1.3688
C 1.9909 0.0397 -7.7083
C -2.3662 -2.3291 3.9661
H 0.7462 -1.0484 2.2972
O -2.0758 1.8479 -0.1239
C -1.4250 -3.3232 3.2523
H -2.3527 2.5211 4.4454
H -1.2382 2.3262 -0.1952
C 2.3087 -1.1380 3.7947
H -0.2213 2.6561 2.5948
H 0.3817 3.5826 4.8339
H -2.4296 5.5845 -3.1478
C 0.0473 -3.4897 0.3738
C -0.9493 -4.4307 1.0303
P -0.1443 -1.0270 -1.0573
H 0.4633 -2.7891 1.0808
H 0.3597 -0.2273 -0.0058
O 3.0265 -0.7770 -0.5220
H -0.4499 -2.8974 3.1183
B -1.9121 0.5227 0.2116
C -1.3695 5.4622 -2.9231
H 3.0541 -3.1663 -1.0045
H 2.9096 -0.4488 4.3878
H 1.7984 0.2595 -5.7865
C -0.9694 3.1514 3.2138
O -1.6724 2.1121 3.9006
C -1.1436 5.2819 -1.4339
O -1.9449 0.1439 1.5101
H -1.0531 4.6011 4.8120
H 2.8962 0.6529 -7.7845
H 1.7680 -1.7996 4.4709
O 1.2484 0.4327 -6.5602
C 2.3525 -1.4344 -7.6650
H -1.8314 -1.4164 4.1715
H -0.8350 6.3415 -3.2901
*
```



3.
Below is a molecular structure, C9H7ClKN2O5, with properties calculated with ωB97M-V/def2-TZVPD.

## Properties
E_LUMO	2.779	eV
orbital gap	7.2	eV
F_max	1.2	eV/A

Geometry as ORCA input:
```
! RIJCOSX wB97M-V def2-TZVPD def2/J DEFGRID3
* xyz -1 1
H -3.7599 3.8724 -1.1574
Cl -5.3566 2.1398 -1.2760
O -2.9413 -1.3542 -2.0806
H 3.7497 -0.1450 3.4943
C 1.5196 -1.2226 0.5299
H -3.6386 2.7931 0.2333
C -2.5029 2.1853 -1.4933
H 4.7308 -1.3535 1.5668
H 3.3144 -2.0215 -0.3410
N 0.5936 -1.6195 -0.5081
C 3.6708 -1.1274 1.5814
C -2.8384 -1.5241 -3.1873
O 2.0480 -1.3609 -2.1196
C 0.9590 -0.5606 1.6137
O -2.6411 1.5514 -2.5622
H 1.3202 0.3547 3.5124
K -0.9057 0.1226 -1.6080
O -0.7020 -1.7796 -0.1592
N 0.8878 -1.6547 -1.7977
C 3.1231 -0.4497 2.6648
O -1.4399 2.3886 -0.8461
C 1.7643 -0.1686 2.6740
H -0.1057 -0.3817 1.6064
C -3.7312 2.8305 -0.8454
C 2.8820 -1.5147 0.5049
*
```



4.
Below is 2 unconnected molecules or ions with the total composition C36H37Br2N2, with properties calculated with ωB97M-V/def2-TZVPD.

## Properties
E_LUMO	-5.091	eV
orbital gap	3.1	eV
F_max	1.9	eV/A

Geometry as ORCA input:
```
! RIJCOSX wB97M-V def2-TZVPD def2/J DEFGRID3
* xyz 1 1
C -1.2643 0.0314 1.9710
H 2.0088 4.0536 2.1297
H -1.4517 -3.4670 -5.0312
C 0.6888 -3.2408 -3.4779
C -0.0803 0.7351 6.9553
H 0.1036 2.9034 -0.4906
C -3.9247 -2.7274 -1.4610
C -0.1847 -0.8211 -3.3022
H 2.5676 -1.6749 -2.8768
H -1.4799 -2.4768 0.8994
H 4.4952 -1.0823 0.5151
H -3.8263 0.6407 -0.9651
H -3.6006 -3.0408 -5.8822
H 1.4585 -3.3535 -4.2594
H 0.9104 4.2938 0.2135
H 3.6385 0.9977 -2.3584
C -0.7380 0.9672 4.2167
H -1.7381 1.2383 0.2607
H -0.0147 0.9429 -1.0879
C 1.0889 3.3300 -0.2763
Br 0.4921 0.5661 8.7578
H -1.1965 -0.9913 2.3572
C 2.3465 3.0458 1.8662
C 3.6213 1.0803 2.3784
C 3.1441 0.4581 1.2290
C 3.1121 0.1635 -1.8782
C 2.3622 1.2063 0.3292
Br -4.7299 -4.0285 -2.6069
H -4.5846 -1.8882 -4.9616
H -2.1491 1.5182 -2.0023
C 0.8766 0.4798 -1.5030
H -0.1540 -1.4036 6.6247
H -4.9629 -1.0599 -2.3611
H -0.7945 3.1069 4.6046
H -3.7870 -1.3712 -6.4503
H -2.8499 -4.1768 -0.2825
C 3.2233 2.3708 2.7217
C -0.9815 1.1002 2.8168
H -0.7523 -1.2067 4.2388
H 2.5484 -0.2788 -3.9390
H -0.7202 2.1227 -3.0841
C -0.2789 -2.1359 -3.7918
C -2.2606 -2.1671 0.2093
C -0.2717 -0.4214 6.1799
C -4.2152 -1.3670 -1.6341
H -1.0399 2.1088 2.3994
C -2.4864 -0.7820 -0.0143
H 3.8517 -0.4443 -1.3565
C -1.3058 0.0684 -3.4082
C -2.9987 -3.1235 -0.4854
C -1.3884 -2.4788 -4.5803
H 3.6374 -1.4409 1.9965
C -3.6726 -2.0008 -5.5601
C -1.3490 1.3122 -2.7319
N 2.0858 0.6652 -0.9599
N 0.9248 -0.3256 -2.5829
H 4.8330 2.8772 4.0583
H 1.5979 3.5393 -1.2278
C -3.5456 -0.4132 -0.8816
H 4.3064 0.5331 3.0226
C -2.3938 -0.3438 -4.2077
C 2.3358 -0.6057 -2.9109
H 3.4898 4.0575 4.0291
H 0.1517 -4.2041 -3.4520
H 3.3135 2.5040 4.8692
H -3.2255 0.3448 -4.3240
H 2.7728 -1.5674 0.4636
C 3.7427 2.9922 3.9838
H 1.1815 -3.1090 -2.5106
C -0.2976 2.0092 6.3938
C -0.6091 -0.3085 4.8344
C -1.7512 0.2309 0.6825
C -2.4597 -1.6034 -4.7755
H -0.2022 2.8973 7.0146
C 1.9145 2.4956 0.6544
C 3.5180 -0.9780 1.0120
C -0.6264 2.1215 5.0443
*
```



5.
Below is 3 unconnected molecules or ions with the total composition C3H12O3S, with properties calculated with ωB97M-V/def2-TZVPD.

## Properties
E_LUMO (alpha / beta)	2.589 / 2.540	eV
orbital gap (alpha / beta)	1.8 / 9.5	eV
F_max	5.3	eV/A

Geometry as ORCA input:
```
! RIJCOSX wB97M-V def2-TZVPD def2/J DEFGRID3
* xyz -1 2
C 0.9869 -0.0802 1.5960
H -0.2336 2.1402 -2.0070
C -0.4469 -0.6248 1.3633
H 4.3385 -1.8118 0.8341
H -4.6067 0.8589 -3.2567
O -0.6564 -0.8490 -0.0302
H -1.6818 1.6578 -2.2294
H -0.2085 -0.1764 -0.6351
H 1.2720 0.6336 0.7910
O -0.7866 1.4519 -1.8055
H -1.0202 0.3221 1.6034
C 1.9793 -1.1787 1.5135
H 2.0266 -1.8788 0.5997
H 1.8914 -1.7658 2.4446
S 3.9071 -0.6795 1.5095
H 1.2184 0.3463 2.5059
O -3.7417 1.2055 -3.0918
H -0.6790 -1.4043 2.0389
H -3.5589 1.8331 -3.7442
*
```



6.
Below is 8 unconnected molecules or ions with the total composition C10H37NO8, with properties calculated with ωB97M-V/def2-TZVPD.

## Properties
E_LUMO (alpha / beta)	-2.318 / -8.399	eV
orbital gap (alpha / beta)	9.7 / 3.6	eV
F_max	4.8	eV/A

Geometry as ORCA input:
```
! RIJCOSX wB97M-V def2-TZVPD def2/J DEFGRID3
* xyz 1 2
H -2.8863 13.5167 16.2632
H 0.3712 12.8729 12.9153
O -1.7832 12.5662 11.3624
H -3.0695 7.3878 11.0749
C -3.0553 9.4126 11.9533
H -2.6719 9.6345 7.1291
O 0.4718 13.4643 9.6996
O -1.7240 9.7816 11.6571
H -1.7025 10.7113 11.4187
H -6.9313 13.1786 14.8146
H 0.8728 12.6637 14.5948
H -0.7195 12.2580 14.1128
O -0.1475 15.7223 11.0382
H -3.7406 9.9457 11.2943
H -3.2129 10.5420 18.2725
O -4.4654 12.3104 12.1738
H 0.2309 15.2540 14.1029
C -6.0251 12.7123 15.2013
C 0.0603 13.0024 13.9520
O -3.9988 12.0166 17.1370
O -1.5023 14.5284 13.2443
H -2.5027 10.6338 16.7190
H -0.8669 11.7537 8.3577
H -2.0917 11.8441 17.9891
C -4.8472 13.6179 15.5653
H -2.5316 7.4731 12.7499
H -6.4578 12.2333 16.0796
H -0.5968 9.8930 6.2287
H -1.9194 13.0771 12.1603
C -2.8867 11.2624 17.5224
H 0.2125 15.0529 10.4564
H -2.8281 11.2790 6.7425
H 1.2625 12.9522 9.8691
N -4.5209 14.3415 14.3005
H 0.5268 13.6906 8.7712
H -3.0867 10.6511 8.4716
H -4.2190 7.5502 12.3669
C -3.6557 12.8041 15.9662
H -0.8399 10.0336 8.6887
H -5.1668 14.3376 16.3190
H -4.9425 12.8718 11.5627
C -0.4539 14.4108 14.1938
H -4.3648 13.6218 13.6093
O -0.3324 10.6437 6.7655
C -2.5029 10.6250 7.5515
H -1.2125 15.0675 12.5047
H -5.7555 11.9617 14.4583
H -1.0543 13.0014 10.9202
H -3.7103 11.9995 11.6745
C -3.2382 7.8856 12.0298
C -1.0684 10.7747 7.9228
H 0.3767 16.5029 10.8592
H -3.3000 12.2192 15.1180
H -0.8671 14.5605 15.1913
H -3.5522 14.6157 14.3814
H -3.3437 9.8158 12.9241
*
```



Which of these has the lowest F_max? C9H7ClKN2O5



The highest F_max belongs to which entry? C7H7NO2S



Among the records above, which one has the highest F_max? C7H7NO2S



Look up the F_max of the first one. 5.8 eV/A